Record 1
# C3H11N2S2

2 unconnected molecules or ions with the total composition C3H11N2S2 (ωB97M-V/def2-TZVPD, the OMol25 dataset).

Calculated values
HOMO (eV): -13.2
Total energy (a.u.): -1026.56225
LUMO (eV): -3.149
Largest force on an atom (eV/A): 0.5
Charge: +1
Molecular weight (g/mol): 139.27
Relative energy (zero: lowest compared OMol25 entry of this formula, charge and spin) (kcal/mol): 4.9

CARTESIAN COORDINATES (ANGSTROEM)
C -0.56 -1.40 -2.24
S -0.86 0.38 -2.01
S 0.78 1.26 -2.91
H -0.90 -1.72 -3.22
H -1.10 -1.93 -1.46
H 0.51 -1.59 -2.12
H 1.58 1.29 -1.83
C 1.19 -0.83 1.85
N -1.28 1.73 0.96
C -0.47 0.93 1.61
N 0.28 0.01 1.07
H 0.97 -1.88 1.66
H 1.07 -0.62 2.90
H 2.22 -0.62 1.56
H -1.38 1.66 -0.05
H -1.85 2.39 1.47
H -0.41 1.06 2.69
H 0.21 -0.13 0.06

Atomic partial charges in e from the Mulliken method, atoms 1 to 5: C -0.78; S -0.15; S -0.10; H 0.33; H 0.30

---

Record 2
# C24H34FeN2O2P

A molecular structure, C24H34FeN2O2P at a distorted geometry (ωB97M-V/def2-TZVPD, the OMol25 dataset).

Calculated values
HOMO (alpha / beta) (eV): -8.1 / -10.5
Total energy (a.u.): -2799.54362
LUMO (alpha / beta) (eV): -2.581 / -6.195
Largest force on an atom (eV/A): 5.7
Charge: +1
Molecular weight (g/mol): 469.37
Multiplicity: 5

CARTESIAN COORDINATES (ANGSTROEM)
C -1.02 -1.13 -4.67
C -0.49 -1.89 -3.51
C 0.32 -1.35 -2.47
Fe 2.01 -1.40 -3.57
C 2.39 0.20 -2.73
O 2.51 1.27 -2.29
C 1.91 -0.07 -4.92
O 2.12 0.89 -5.55
C 3.01 -2.82 -2.55
C 3.85 -1.81 -3.15
C 3.65 -1.86 -4.58
C 2.69 -2.89 -4.85
C 2.27 -3.45 -3.60
H -2.08 -1.35 -4.93
H -0.92 -0.04 -4.52
H -0.43 -1.38 -5.58
H -0.76 -2.95 -3.57
H 0.09 -0.32 -2.18
H 0.49 -2.00 -1.59
H 3.00 -3.12 -1.51
H 4.62 -1.24 -2.64
H 4.26 -1.36 -5.31
H 2.38 -3.24 -5.83
H 1.62 -4.31 -3.49
C 2.00 -0.73 0.88
C 1.23 -0.64 2.19
C 0.79 -2.04 2.66
C 2.04 -0.02 3.32
N 0.01 0.18 2.00
P -1.51 -0.48 1.57
H -1.30 -0.38 0.08
N -2.26 1.01 1.94
C -3.57 1.19 2.63
C -3.37 2.06 3.88
C -4.12 -0.15 3.13
C -4.54 1.86 1.65
C -1.33 2.07 1.85
C 0.01 1.58 1.83
C 1.08 2.45 1.60
C 0.80 3.81 1.42
C -0.51 4.31 1.52
C -1.59 3.43 1.75
H 2.29 0.27 0.52
H 2.91 -1.32 1.05
H 1.41 -1.20 0.09
H 0.19 -1.97 3.58
H 0.21 -2.60 1.91
H 1.68 -2.63 2.90
H 1.39 0.11 4.19
H 2.87 -0.68 3.59
H 2.46 0.95 3.04
H -3.05 3.07 3.65
H -4.32 2.13 4.43
H -2.63 1.58 4.53
H -4.28 -0.89 2.34
H -3.47 -0.58 3.90
H -5.09 0.04 3.60
H -4.71 1.22 0.77
H -5.49 2.01 2.16
H -4.17 2.82 1.30
H 2.11 2.09 1.57
H 1.62 4.50 1.22
H -0.70 5.37 1.46
H -2.59 3.83 1.88

Atomic partial charges in e from the Mulliken method, atoms 1 to 5: C -1.21; C -0.41; C -0.44; Fe 0.37; C 0.42

---

Record 3
# C4H5NO2

A single C4H5NO2 molecule at a distorted geometry (ωB97M-V/def2-TZVPD, the OMol25 dataset).

Calculated values
Structure (SMILES): C=C=C(CO)N=O
HOMO (alpha / beta) (eV): -9.3 / -9.3
Total energy (a.u.): -360.47011
LUMO (alpha / beta) (eV): -0.658 / -0.658
Largest force on an atom (eV/A): 1.5
Molecular weight (g/mol): 99.09
Relative energy (zero: lowest compared OMol25 entry of this formula, charge and spin) (kcal/mol): 125.1

CARTESIAN COORDINATES (ANGSTROEM)
C -0.92 2.13 0.28
C -0.66 0.87 0.15
C 0.13 -0.14 -0.07
C 0.12 -1.53 0.49
O 0.37 -2.50 -0.50
N 1.14 0.15 -1.07
O 1.10 1.25 -1.57
H -1.47 2.81 -0.37
H -0.78 2.28 1.34
H -0.86 -1.72 0.93
H 0.86 -1.60 1.31
H 1.09 -2.15 -1.04

Atomic partial charges in e from the Mulliken method, atoms 1 to 5: C -0.60; C 0.32; C 0.25; C -0.43; O -0.52

---

Record 4
# C2H5O4S2

2 unconnected molecules or ions with the total composition C2H5O4S2 at a distorted geometry (ωB97M-V/def2-TZVPD, the OMol25 dataset).

Calculated values
HOMO (eV): -5.2
Total energy (a.u.): -1176.58925
LUMO (eV): 3.541
Largest force on an atom (eV/A): 3.1
Charge: -1
Molecular weight (g/mol): 157.19
Relative energy (zero: lowest compared OMol25 entry of this formula, charge and spin) (kcal/mol): 17.8

CARTESIAN COORDINATES (ANGSTROEM)
C -0.87 0.89 0.54
C 0.12 1.50 -0.43
O 1.27 -0.79 0.26
O 1.98 0.13 -1.92
O 2.85 1.13 0.20
O -0.09 2.42 -1.13
S -0.14 -2.27 -1.85
S 1.75 0.45 -0.47
H -1.53 1.56 0.95
H -0.37 0.54 1.47
H -1.21 -0.07 0.23
H 0.00 -1.45 -2.84
H 0.56 -1.43 -0.90

Atomic partial charges in e from the Mulliken method, atoms 1 to 5: C -1.00; C 0.57; O -0.68; O -0.63; O -0.64

---

Record 5
# C19H22N2O2

A single C19H22N2O2 molecule (ωB97M-V/def2-TZVPD, the OMol25 dataset).

Calculated values
Structure (SMILES): Cc1ccc(OCCCCn2c(CO)nc3ccccc32)cc1
HOMO (eV): -8.1
Total energy (a.u.): -997.21825
LUMO (eV): 0.711
Largest force on an atom (eV/A): 0.8
Molecular weight (g/mol): 310.40
Relative energy (zero: lowest compared OMol25 entry of this formula, charge and spin) (kcal/mol): 33.1

CARTESIAN COORDINATES (ANGSTROEM)
C -5.02 -1.43 0.84
C -3.90 -0.44 0.71
C -2.82 -0.46 1.58
C -1.77 0.42 1.46
C -1.77 1.36 0.43
O -0.78 2.26 0.18
C 0.46 2.13 0.85
C 1.53 2.79 -0.01
C 2.91 2.14 0.12
C 3.10 0.90 -0.76
N 2.22 -0.19 -0.44
C 2.38 -1.10 0.57
C 3.61 -1.17 1.41
O 4.77 -1.45 0.64
N 1.39 -1.94 0.68
C 0.49 -1.58 -0.29
C -0.75 -2.12 -0.62
C -1.44 -1.54 -1.66
C -0.93 -0.46 -2.37
C 0.30 0.09 -2.07
C 1.00 -0.47 -1.01
C -2.86 1.40 -0.44
C -3.90 0.51 -0.30
H -5.19 -1.69 1.89
H -4.76 -2.35 0.31
H -5.94 -1.04 0.42
H -2.80 -1.19 2.39
H -0.96 0.38 2.17
H 0.41 2.60 1.84
H 0.69 1.07 1.00
H 1.60 3.85 0.25
H 1.20 2.74 -1.05
H 3.09 1.89 1.17
H 3.68 2.86 -0.18
H 2.94 1.17 -1.81
H 4.13 0.54 -0.65
H 3.81 -0.22 1.90
H 3.45 -1.94 2.18
H 4.67 -2.32 0.24
H -1.14 -2.95 -0.06
H -2.41 -1.93 -1.93
H -1.50 -0.05 -3.19
H 0.69 0.93 -2.63
H -2.85 2.14 -1.23
H -4.73 0.56 -0.99

Atomic partial charges in e from the Mulliken method, atoms 1 to 5: C -1.48; C 0.86; C -0.82; C -0.30; C 0.57

---

Record 6
# C4H10Br2N2O4

3 unconnected molecules or ions with the total composition C4H10Br2N2O4 at a distorted geometry (ωB97M-V/def2-TZVPD, the OMol25 dataset).

Calculated values
Structure (SMILES): C[N+](=O)[O-].C[N+](=O)[O-].BrCCBr
HOMO (eV): -10.7
Total energy (a.u.): -5716.71793
LUMO (eV): 0.069
Largest force on an atom (eV/A): 1.1
Molecular weight (g/mol): 309.94
Relative energy (zero: lowest compared OMol25 entry of this formula, charge and spin) (kcal/mol): 0.0

CARTESIAN COORDINATES (ANGSTROEM)
C -11.82 -24.80 -7.06
N -12.41 -25.10 -8.38
O -11.68 -25.04 -9.35
O -13.60 -25.34 -8.40
H -12.09 -23.78 -6.79
H -10.74 -24.90 -7.10
H -12.18 -25.51 -6.33
C -9.67 -22.29 -9.58
N -8.25 -22.76 -9.55
O -8.03 -23.88 -9.14
O -7.40 -21.99 -9.96
H -10.05 -22.54 -10.56
H -9.67 -21.22 -9.41
H -10.21 -22.80 -8.79
Br -12.83 -21.58 -8.50
C -14.77 -21.74 -8.61
C -15.36 -20.47 -9.12
Br -17.24 -20.79 -9.47
H -15.13 -22.03 -7.62
H -14.94 -22.61 -9.24
H -14.87 -20.14 -10.02
H -15.30 -19.69 -8.38

Atomic partial charges in e from the Mulliken method, atoms 1 to 5: C -0.71; N 0.93; O -0.49; O -0.54; H 0.25

---

Record 7
# C18H41BiO2P3

A molecular structure, C18H41BiO2P3 at a distorted geometry (ωB97M-V/def2-TZVPD, the OMol25 dataset).

Calculated values
HOMO (alpha / beta) (eV): -15.5 / -15.5
Total energy (a.u.): -2098.46604
LUMO (alpha / beta) (eV): -11.644 / -11.640
Largest force on an atom (eV/A): 4.5
Charge: +3
Molecular weight (g/mol): 591.43

CARTESIAN COORDINATES (ANGSTROEM)
Bi 0.23 -0.15 -2.20
P 0.58 -3.21 -2.59
P 2.43 -0.05 -0.34
P -2.42 0.17 -1.62
H 1.67 4.74 -0.98
C 0.59 4.67 -0.81
C 0.08 4.22 0.36
H 0.73 3.96 1.20
C 1.15 -3.28 -4.32
C 1.52 -4.35 -1.56
C -1.13 -3.79 -2.64
C 2.52 1.51 0.61
C 2.61 -1.34 0.95
C 4.06 -0.13 -1.19
C -2.77 1.77 -0.81
C -3.47 -0.98 -0.65
C -3.40 0.34 -3.16
H -0.07 4.94 -1.64
H -1.00 4.23 0.55
H 1.10 -4.32 -4.69
H 2.18 -2.94 -4.43
H 0.51 -2.67 -4.98
H 1.57 -5.35 -2.02
H 1.02 -4.44 -0.58
H 2.54 -3.95 -1.42
H -1.14 -4.84 -2.96
H -1.69 -3.16 -3.35
H -1.55 -3.69 -1.63
H 3.57 1.77 0.81
H 1.99 1.39 1.57
H 2.05 2.33 0.05
H 3.65 -1.38 1.30
H 2.33 -2.32 0.54
H 1.95 -1.12 1.80
H 4.88 -0.19 -0.46
H 4.18 0.77 -1.82
H 4.08 -1.02 -1.84
H -3.71 2.18 -1.21
H -1.96 2.49 -1.00
H -2.88 1.64 0.27
H -4.52 -0.85 -0.94
H -3.36 -0.79 0.42
H -3.19 -2.03 -0.85
H -4.43 0.61 -2.89
H -3.41 -0.60 -3.71
H -2.98 1.12 -3.81
C -0.19 1.77 -4.70
C 0.42 0.74 -5.50
C 0.03 0.58 -6.83
C -0.88 1.46 -7.42
C -1.44 2.50 -6.66
C -1.07 2.69 -5.34
O -0.07 1.85 -3.38
H 0.53 -2.18 -1.48
H 1.15 0.05 -5.03
H 0.49 -0.21 -7.42
H -1.12 1.33 -8.48
H -2.18 3.20 -7.08
H -1.53 3.48 -4.75
C -0.84 -0.01 2.11
O -0.71 -1.07 1.15
H -1.55 0.74 1.72
H 0.14 0.47 2.25
H -1.20 -0.36 3.09
H -1.01 -1.89 1.58

Atomic partial charges in e from the Mulliken method, atoms 1 to 5: Bi 1.37; P 0.81; P 0.51; P 0.93; H 0.31